Entry 1:
C37H34ClN4PTi | wB97M-V/def2-TZVPD

```
78
C37H34ClN4PTi, DFT wB97M-V/def2-TZVPD
H 3.29 -0.08 4.30
C 4.65 -1.04 -2.85
H 4.68 2.22 0.95
H -2.05 1.68 -1.24
H -1.72 -0.83 -1.73
N -0.47 -0.09 2.70
C -3.82 -3.13 -0.48
H 1.59 -6.77 -1.90
C 2.68 -4.23 2.88
C -2.26 -2.30 1.15
C -0.06 -4.21 -3.37
C -3.11 3.67 1.26
N -1.43 1.53 0.72
H 4.33 -1.48 0.73
C 4.21 0.14 -3.43
C 1.21 -5.77 -2.06
C 3.87 -1.70 -1.91
Cl 0.63 0.69 -1.76
H 2.60 1.57 -3.54
C 4.18 1.06 2.70
C -3.26 -2.27 -1.41
H 5.12 1.21 3.20
H -4.65 -3.78 -0.75
C 2.60 -2.74 0.98
C 0.81 -0.54 3.30
C 2.24 -0.01 -2.13
H -3.73 -3.79 1.57
H 4.21 -2.64 -1.50
C 3.16 0.34 3.31
C 3.95 -3.75 3.20
C -0.70 1.34 3.03
C 0.27 -3.20 -2.48
C 3.86 -2.26 1.32
P 1.53 -2.04 -0.32
H 4.48 -4.16 4.06
Ti -0.09 -0.12 0.54
C -3.02 3.15 -0.03
H 5.52 -2.40 2.66
C 2.98 0.67 -3.08
C 2.64 -1.18 -1.50
H -3.59 3.56 -0.85
N -1.71 -1.48 0.24
H 4.82 0.65 -4.17
H -2.42 3.46 3.28
C 3.94 1.61 1.45
C -2.36 3.09 2.27
C 1.55 -4.76 -1.17
C -1.70 -2.28 2.54
H 0.90 -1.62 3.17
C 1.07 -3.47 -1.37
H 1.03 -4.11 1.53
C -3.32 -3.14 0.81
H 0.15 -6.29 -3.85
H 2.50 1.81 -0.12
H -1.55 -0.98 4.27
H 2.19 -4.99 -0.33
H -3.76 4.50 1.47
C -1.54 2.02 1.97
C 0.41 -5.50 -3.16
C 1.96 0.17 2.65
C -2.20 -1.48 -1.01
C 2.72 1.39 0.85
H 2.22 -5.00 3.48
H -2.52 -0.34 2.94
H -0.07 -2.19 -2.68
H -0.72 -2.77 2.55
H -3.62 -2.23 -2.43
C 2.01 -3.72 1.78
C -2.16 2.09 -0.25
H 5.60 -1.47 -3.15
C 4.53 -2.77 2.42
N 1.74 0.66 1.41
C -1.61 -0.90 3.18
H 0.26 1.86 3.10
H -0.67 -3.99 -4.24
H -1.19 1.44 4.00
H -2.35 -2.89 3.18
H 0.83 -0.34 4.38
```

## Properties
* orbital gap (spin up / spin down): 0.2617 / 0.3100 Ha
* 2S+1: 3
* E_HOMO (spin up / spin down): -0.444 / -0.502 Eh
* LUMO level (spin up / spin down): -4.96 / -5.21 eV
* total charge: +2
* expectation value of S²: 2.01

***

Entry 2:
C28H29BN7PPd | wB97M-V/def2-TZVPD

```
67
C28H29BN7PPd, DFT wB97M-V/def2-TZVPD
C 1.63 0.10 3.78
H 5.03 1.86 4.45
C 3.22 -1.89 -2.29
C 0.23 3.04 -0.23
C -0.40 -3.12 6.63
H -3.76 2.28 2.32
B 0.72 0.77 -3.13
C -0.02 -0.95 7.54
Pd -0.01 -0.06 0.04
N 1.66 -0.33 -2.58
C -3.30 1.74 3.12
H 0.29 0.62 6.12
N -0.01 -0.04 1.92
C -2.13 -2.87 1.57
C 0.00 -1.37 5.08
H 3.81 2.20 2.29
H -2.22 -1.75 1.52
C -0.12 -2.73 5.33
C -1.48 0.34 3.89
C -3.90 1.63 4.36
C -1.30 0.16 -4.66
H -4.81 2.20 4.59
H 0.57 5.06 -1.09
C -3.36 0.78 5.29
C 4.04 1.41 4.27
N 0.28 1.82 -0.80
H -2.81 -3.27 0.79
H -0.79 -4.12 6.81
H -1.17 -3.30 1.39
H -1.58 -0.16 5.99
C 2.67 -0.98 -3.19
C -2.57 -0.38 -4.49
P 0.01 -0.60 3.47
H 3.76 0.83 6.28
N -1.49 -0.33 -2.47
C 0.78 3.27 -2.38
H 0.03 -0.27 8.35
H 2.91 -0.74 -4.21
C -2.10 0.27 5.14
N -0.68 0.19 -3.47
H -0.01 -3.39 4.51
C -2.06 1.11 2.92
H -1.55 1.25 1.96
H -3.32 -0.54 -5.25
C 2.32 -0.09 5.00
H 2.58 -2.22 -0.14
C 0.10 -0.47 6.24
C 2.48 -1.73 -1.10
H -0.79 0.53 -5.55
H -2.45 -3.20 2.57
H 2.00 -0.84 5.71
H -3.96 0.50 6.14
C 3.41 1.56 3.04
N 1.53 -0.79 -1.29
C 0.53 3.99 -1.22
H 1.19 1.21 -4.15
C -0.23 -2.31 7.73
C 3.39 0.72 5.27
H 1.04 3.58 -3.38
H 4.05 -2.56 -2.46
N 0.62 1.97 -2.13
C -2.64 -0.67 -3.10
H -0.03 3.14 0.82
C 2.22 0.86 2.81
H -3.46 -1.11 -2.54
H 1.77 0.91 1.82
H -0.36 -2.69 8.75
```

## Properties
* orbital gap (spin up / spin down): 0.2808 / 0.2571 Ha
* 2S+1: 3
* E_HOMO (spin up / spin down): -0.299 / -0.292 Eh
* energy above the lowest of the compared OMol25 structures with the same formula, charge and spin: 13.86 kcal/mol
* LUMO level (spin up / spin down): -0.49 / -0.94 eV
* total charge: 0
* expectation value of S²: 2.02

***

Entry 3:
C14H24N4O7PRhSTe2 | wB97M-V/def2-TZVPD

```
54
C14H24N4O7PRhSTe2, DFT wB97M-V/def2-TZVPD
H 0.08 -4.37 1.30
C 2.57 -0.15 -0.25
N 1.00 1.13 1.05
H 0.74 -2.03 1.55
O 5.26 1.25 0.71
H -2.77 -5.47 1.31
C 0.38 2.27 -1.76
O -2.26 -3.98 0.00
C -5.82 -2.87 -2.27
C -4.89 -3.17 -1.10
O -1.51 -1.61 -0.59
C -2.05 -4.64 1.22
H 3.33 2.51 -1.16
H -0.50 -5.77 2.22
C 4.56 1.98 1.55
C 3.09 1.78 1.53
H 3.17 4.91 -1.52
C -0.64 -5.19 1.30
H -6.05 -1.81 -2.30
N 0.17 3.42 -1.12
Te -2.08 3.58 1.68
H 2.35 3.31 2.99
H 0.37 -0.75 2.74
N 0.96 2.09 1.97
H -0.71 3.49 -0.60
H -0.91 -1.85 2.22
C 2.19 2.51 2.28
H -6.75 -3.44 -2.17
Te -2.46 0.85 1.54
H -2.24 -3.96 2.06
H 1.92 4.70 -2.75
C 2.28 0.90 0.78
H -5.34 -3.14 -3.21
H 0.04 2.52 2.21
H 3.43 2.78 -2.90
C -0.02 -1.31 1.89
Rh -0.39 -0.13 0.29
H 1.67 4.04 0.22
H -0.43 -5.83 0.44
O 3.77 -0.26 -0.64
N 1.60 2.02 -2.27
H -4.67 -4.24 -1.05
H 4.66 0.62 0.15
H 0.82 5.32 -0.64
H 1.73 1.07 -2.57
O 1.59 -0.81 -0.65
C 2.32 4.29 -1.82
P -2.70 -2.34 0.05
H -5.37 -2.89 -0.16
C 2.77 2.86 -2.03
S -0.87 1.13 -1.96
O -3.70 -2.44 -1.29
O 5.07 2.79 2.29
C 1.24 4.32 -0.75
```

## Properties
* orbital gap: 0.1785 Ha
* E_HOMO: -0.023 Eh
* energy above the lowest of the compared OMol25 structures with the same formula, charge and spin: 0.67 kcal/mol
* LUMO level: 4.22 eV
* total charge: -2

***

Entry 4:
C15H9FN2O4 | wB97M-V/def2-TZVPD

```
31
C15H9FN2O4, DFT wB97M-V/def2-TZVPD
F 3.21 -2.81 2.74
O -1.41 4.75 -1.54
C 3.62 0.56 1.46
C 3.72 -1.62 2.44
C -2.43 2.54 -1.30
H -0.38 2.46 -0.57
C -1.38 0.63 -0.14
H 1.37 -1.86 1.42
C 4.97 -1.33 2.97
N 1.68 -0.91 1.26
H -4.54 -0.16 -0.94
C -2.54 -0.10 -0.29
N 0.88 0.05 0.64
C 4.93 0.80 1.92
C -1.19 -1.47 0.78
H 5.45 -2.10 3.57
O -3.27 4.16 -2.72
O -2.44 -1.35 0.25
O -0.76 -2.46 1.39
H 5.43 1.72 1.68
C -3.60 1.76 -1.35
C -1.30 1.94 -0.66
C 5.60 -0.13 2.70
C 3.00 -0.67 1.66
H -4.48 2.18 -1.76
H -0.95 4.32 -0.81
C -2.39 3.91 -1.89
H 3.07 1.37 0.89
C -3.65 0.43 -0.86
C -0.39 -0.26 0.41
H 6.59 0.05 3.07
```

## Properties
* orbital gap: 0.2585 Ha
* E_HOMO: -0.306 Eh
* LUMO level: -1.29 eV
* total charge: 0
* SMILES: O=C1Oc2ccc(C(=O)O)cc2/C1=N/Nc1ccccc1F

***

Entry 5:
C22H29Br27NO5S2 | wB97M-V/def2-TZVPD

```
86
C22H29Br27NO5S2, DFT wB97M-V/def2-TZVPD
O -3.98 -1.55 -4.38
C -4.16 -2.01 -0.16
C 0.54 1.50 -2.96
Br -6.88 -0.21 -8.11
H -2.85 -3.63 -5.47
Br 6.12 -1.63 8.35
Br 3.67 -1.84 1.69
Br 2.04 4.47 3.94
H -5.85 0.76 0.74
H 1.22 -3.41 -1.48
Br 5.25 0.87 1.11
H 0.26 -2.89 0.94
Br -3.66 5.74 -3.84
Br 7.51 -0.40 -1.96
H 0.85 -1.34 1.62
Br 0.42 2.45 9.27
C -4.00 -1.71 -1.50
H 9.92 -0.62 -1.48
Br 2.01 -0.22 10.00
C 3.90 4.90 3.67
H 1.59 -0.40 -2.90
H -3.50 -2.39 -2.17
C -1.94 4.85 -3.77
Br 9.23 0.68 0.50
C -2.67 -4.61 -5.06
H -0.63 -1.36 0.73
C 0.45 0.85 10.35
H 2.19 -1.52 -0.40
Br -0.63 0.37 4.14
C -4.84 -1.11 0.65
H -5.54 1.29 -1.66
O -1.71 -0.84 -2.87
H 3.27 0.42 -1.25
C -5.15 0.37 -1.24
C 0.71 -0.05 -0.91
Br -4.08 -5.76 -5.71
H 1.06 0.63 -0.13
Br 5.04 3.91 4.87
H 3.79 -1.59 7.53
Br 4.06 -4.02 7.90
C -5.31 0.07 0.10
H 0.69 -2.18 -2.59
Br -1.17 -0.17 10.15
C 4.61 -2.26 7.33
H -7.01 1.00 -5.97
C 0.35 -1.82 0.78
C 9.05 -0.69 -0.85
O -5.52 0.32 -4.25
Br 0.66 -2.20 5.49
N -3.15 0.84 -4.11
C 0.26 -0.33 5.69
H 4.20 0.06 3.19
H 2.45 1.94 -1.22
Br -2.08 2.97 -4.17
C -7.37 1.25 -6.96
H 0.51 1.16 11.38
Br 4.94 -2.19 5.44
H -1.59 4.95 -2.75
O -2.07 1.28 -1.82
Br 4.43 4.68 1.84
S -4.28 -0.27 -3.80
Br -2.73 -4.43 -3.15
H 0.17 2.26 -2.27
H 1.24 2.02 -3.61
C 1.10 -1.50 -0.53
C 1.34 0.42 -2.23
H -0.38 -0.03 -0.92
H 3.22 1.45 -2.74
C 2.68 1.09 -1.87
C -4.49 -0.54 -2.05
H -0.43 -2.80 -1.37
C 3.88 0.02 2.15
S -1.86 0.58 -3.06
H -0.42 -0.24 6.53
Br 1.84 0.70 6.11
Br -6.53 2.89 -7.49
Br -9.29 1.45 -6.84
Br -0.64 5.78 -4.88
C 0.60 -2.51 -1.56
H -3.77 -2.93 0.24
Br -0.94 -5.20 -5.67
Br 9.04 -2.45 -0.07
O -0.47 1.02 -3.84
H 4.02 5.95 3.91
H -5.00 -1.35 1.69
Br 2.21 0.96 2.04
```

## Properties
* orbital gap: 0.2481 Ha
* E_HOMO: -0.220 Eh
* LUMO level: 0.77 eV
* total charge: -1